Entry from OMol25: 5 unconnected molecules or ions with the total composition C51H115N2OP2 (wB97M-V/def2-TZVPD).

Structure (XYZ):
```
171
Properties=species:S:1:pos:R:3:forces:R:3
C 0.88220 -0.24130 0.31805 -2.5 -1.5 -0.8
O -0.15603 -1.03214 -0.23288 0.8 0.4 0.7
H 0.49362 0.76456 0.47727 0.4 1.0 -0.3
H 1.15647 -0.53521 1.33121 0.5 -0.5 0.8
H 1.78360 -0.28645 -0.29312 0.5 0.4 -0.2
C 3.80937 -3.16984 6.10966 0.7 0.6 -2.7
C 3.97920 -1.82366 5.17324 -1.2 0.1 2.9
C 4.07520 -0.53812 6.13757 -1.2 0.1 -1.3
C 3.88308 0.81619 5.36276 1.0 -1.8 1.1
N 3.34639 2.00989 6.17553 1.5 1.5 -1.3
C 1.87054 2.13216 6.53995 0.2 -1.2 -0.5
C 1.18885 2.59892 5.27950 -0.9 0.0 -0.2
C 2.09408 3.68728 4.78807 1.9 -0.2 0.6
C 3.53635 3.18997 5.12214 -1.2 0.9 0.8
C 4.17210 2.27904 7.45199 0.0 -0.3 -1.4
H 3.94520 -3.96173 5.37308 0.1 -0.3 0.0
H 2.80183 -3.37894 6.46916 0.1 0.7 0.3
H 4.58320 -3.37103 6.85047 -0.1 0.6 0.1
H 3.03557 -1.69255 4.64364 -0.1 -0.2 -0.1
H 4.72507 -1.88707 4.38093 0.4 -0.1 0.5
H 4.96728 -0.57658 6.76272 -0.1 0.2 -0.1
H 3.17590 -0.51596 6.75310 0.1 -0.9 0.5
H 3.27169 0.61783 4.48244 -0.2 0.5 0.1
H 4.89706 1.07728 5.05981 -0.3 0.6 -0.3
H 1.77000 2.87012 7.33581 0.3 -0.1 0.0
H 1.55906 1.14412 6.87884 -0.2 0.2 0.2
H 0.24020 3.10074 5.47015 -0.3 -0.6 0.2
H 1.02741 1.76702 4.59395 0.0 0.1 -0.2
H 1.96752 4.50986 5.49195 -0.4 0.5 -0.7
H 2.05748 3.96341 3.73426 -0.4 0.1 0.3
H 4.01383 4.00173 5.67092 0.5 -0.3 -0.3
H 4.04780 2.95676 4.18826 0.3 -0.7 0.7
H 5.22018 2.04238 7.26863 -0.1 -0.2 -0.1
H 3.78018 1.63927 8.24267 0.0 0.3 0.0
H 4.13584 3.35528 7.62076 -0.4 -0.3 0.4
C 5.51565 3.61700 -2.36017 -0.3 0.7 -0.8
C 6.22009 4.44786 -3.46083 1.1 -0.1 0.0
C 7.74745 4.67113 -3.12899 -0.2 0.6 -1.3
C 8.55179 5.52669 -4.22415 0.3 -0.4 0.8
N 10.04579 5.74844 -3.92503 -0.6 -0.1 1.9
C 10.74407 6.66332 -4.97279 0.0 1.1 3.2
C 11.42212 5.79891 -5.90963 -0.4 -1.4 -1.9
C 11.51006 4.37809 -5.28069 1.3 1.1 -1.2
C 10.68152 4.36152 -4.05068 0.6 0.7 1.4
C 10.25262 6.39216 -2.50014 -1.0 0.2 -1.2
H 5.99387 2.72523 -1.95502 0.4 0.0 -0.5
H 4.59858 3.31084 -2.86352 -0.3 -0.2 0.6
H 5.30384 4.25778 -1.50422 -0.2 0.0 0.0
H 5.66832 5.36336 -3.67418 0.2 0.6 0.9
H 6.05966 4.03456 -4.45659 0.6 -0.9 0.0
H 8.22289 3.69253 -3.06263 -0.1 -0.1 -0.1
H 7.82685 5.06822 -2.11701 0.0 0.4 -0.2
H 8.15682 6.51929 -4.44062 -0.4 -0.2 0.1
H 8.69578 4.94241 -5.13299 -1.0 0.1 -0.3
H 11.52983 7.17806 -4.41986 -0.3 0.2 0.4
H 10.04106 7.43470 -5.28721 -0.1 -0.4 -0.3
H 12.42179 6.14323 -6.17455 -0.3 0.2 -0.2
H 10.75348 5.78312 -6.77031 0.6 -0.4 -0.6
H 12.53018 4.26998 -4.91224 0.1 -0.5 -0.7
H 11.26396 3.70693 -6.10353 0.1 -0.5 0.6
H 11.33141 4.35995 -3.17562 0.0 -0.6 -0.1
H 10.01455 3.50184 -3.98580 -0.4 0.6 0.1
H 9.79167 5.83361 -1.68550 0.2 -0.4 -0.4
H 9.69394 7.32609 -2.56128 0.1 0.1 0.0
H 11.29345 6.62972 -2.28029 0.0 -0.4 -0.4
C -6.97323 3.17480 -7.19348 0.6 0.2 1.4
C -6.81917 4.20439 -6.01042 -0.2 -0.5 -1.7
C -5.68256 3.98485 -4.97505 -0.9 0.6 0.4
C -5.85376 2.92458 -3.85391 -0.6 -0.6 -1.2
P -4.35822 2.33240 -3.06876 -1.9 -0.4 0.8
C -3.41595 3.79384 -2.80650 2.4 -1.0 0.1
C -2.15318 3.29406 -2.05682 -0.7 0.8 -0.6
C -1.31661 4.43996 -1.59239 1.1 0.3 0.0
C -1.88386 5.27198 -0.45645 0.7 -0.2 0.2
C -4.88259 1.66626 -1.38276 0.6 -0.2 -1.6
C -5.16955 2.71672 -0.30474 -1.2 -1.1 0.3
C -5.13045 2.01838 1.06871 -1.7 1.0 0.1
C -3.80322 1.94722 1.64451 1.7 -1.0 -0.1
C -3.57108 0.99445 -4.11752 -0.1 1.1 1.2
C -4.35562 -0.32015 -4.21634 -1.0 -1.5 0.0
C -3.58071 -1.61187 -3.74844 0.7 0.0 -1.6
C -3.95739 -3.01507 -4.45817 -1.5 1.4 1.3
H -6.12944 3.19672 -7.88314 0.0 -0.2 0.1
H -7.89719 3.26274 -7.76502 0.1 0.4 0.1
H -7.05216 2.21969 -6.67421 0.2 -0.5 -0.4
H -7.84905 4.27521 -5.66053 0.3 0.1 1.0
H -6.59223 5.19187 -6.41225 -0.1 0.1 -0.2
H -5.71922 4.92878 -4.43121 0.4 0.2 0.1
H -4.71537 3.98488 -5.47769 0.0 -0.4 -0.1
H -6.25251 1.98600 -4.23885 -0.5 -0.1 -0.3
H -6.59358 3.32525 -3.16093 0.2 -0.2 0.3
H -3.87603 4.54501 -2.16449 -0.5 0.0 -0.7
H -3.03317 4.09078 -3.78293 -0.5 0.8 0.0
H -1.51260 2.78222 -2.77501 -0.3 -0.8 0.3
H -2.52822 2.71420 -1.21349 0.8 -0.5 0.1
H -1.00196 5.04392 -2.44346 -0.4 0.3 -0.2
H -0.36299 3.97216 -1.34770 0.1 0.2 0.8
H -1.08515 5.86478 -0.01064 0.0 0.1 0.0
H -2.20110 4.58239 0.32579 -0.4 0.2 0.1
H -2.66708 5.97797 -0.73260 -0.2 -0.2 -0.1
H -4.19454 0.90947 -1.00597 0.7 0.3 -0.2
H -5.70351 1.02078 -1.69507 -0.7 0.3 0.4
H -6.18931 3.09580 -0.37182 0.1 0.2 -0.6
H -4.48222 3.56215 -0.33487 0.1 -0.1 0.1
H -5.58264 1.02715 1.10177 -0.3 0.0 -0.5
H -5.67967 2.61915 1.79366 -0.6 0.1 -0.3
H -3.90219 1.53294 2.64784 0.5 0.5 0.2
H -3.35425 2.93479 1.53856 0.4 -0.2 0.7
H -3.23036 1.21193 1.07945 0.6 0.1 0.0
H -2.69014 0.88426 -3.48515 0.5 -0.5 -0.3
H -3.27182 1.46826 -5.05242 0.0 -0.2 -0.1
H -4.81082 -0.54547 -5.18077 0.6 0.6 -0.5
H -5.27669 -0.27089 -3.63555 0.0 0.1 0.5
H -3.51041 -1.47884 -2.66887 0.1 -1.0 0.1
H -2.57774 -1.52233 -4.16575 0.4 0.5 0.5
H -3.40707 -3.91123 -4.17154 0.8 0.6 0.0
H -3.94424 -2.83013 -5.53228 0.3 -0.2 0.0
H -4.96675 -3.34505 -4.21242 -0.4 0.3 -0.1
C 0.41853 -6.78118 -2.13387 -0.8 0.1 -0.1
C 0.27230 -7.40279 -0.73641 -0.5 -1.5 -1.0
C 0.03595 -6.31745 0.28764 2.7 -0.9 0.4
C -1.27495 -5.63817 0.12831 -1.3 1.1 -0.6
P -2.34383 -5.33230 1.54481 0.8 0.0 -0.8
C -1.32681 -4.52655 2.81439 -1.2 0.0 1.0
C -2.12190 -3.60007 3.81556 0.4 0.1 -0.3
C -1.24241 -3.22046 4.99943 1.2 -0.5 -1.3
C -1.75665 -2.22119 6.00429 -0.2 0.7 0.1
C -3.79133 -4.36539 0.98604 2.5 -0.8 0.7
C -4.75505 -4.23503 2.16679 0.2 2.3 -1.0
C -6.10988 -4.24411 1.57012 -2.4 -1.7 0.3
C -6.55850 -3.39776 0.40790 0.3 1.3 -0.3
C -2.86843 -6.97667 2.04993 -2.0 -0.2 0.2
C -4.18520 -7.68572 1.31964 2.8 1.1 1.0
C -3.98910 -9.19230 1.63452 -1.4 -0.1 -1.2
C -5.26523 -10.02451 1.26279 0.2 0.0 0.5
H 0.45956 -7.45710 -2.98800 0.1 -0.4 0.4
H 1.30321 -6.14689 -2.18971 0.0 0.1 0.1
H -0.45577 -6.16568 -2.34569 0.0 0.3 -0.1
H 1.15599 -8.03106 -0.62481 0.2 0.3 0.8
H -0.54074 -8.12288 -0.64396 -0.3 -0.2 -0.6
H 0.97987 -5.81975 0.06532 -0.6 1.8 0.3
H 0.27727 -6.63405 1.30235 -0.6 -0.5 0.2
H -1.99387 -6.24459 -0.42261 0.2 -0.6 -0.5
H -1.24183 -4.73278 -0.47772 0.3 0.3 0.2
H -0.54774 -3.94331 2.32351 -0.2 0.2 -0.2
H -0.80371 -5.33479 3.32548 0.0 -0.2 0.2
H -3.06191 -3.95334 4.23944 -0.1 -0.5 -0.5
H -2.31840 -2.73204 3.18627 -0.4 0.3 0.3
H -0.33263 -2.91518 4.48251 0.4 0.9 0.3
H -0.86648 -4.15647 5.41252 -0.5 -0.1 0.7
H -2.74120 -2.46193 6.40529 0.2 -0.5 0.3
H -1.91794 -1.21086 5.62836 0.1 0.0 -0.8
H -1.03976 -2.02850 6.80244 -0.1 -0.5 0.3
H -4.12339 -4.86096 0.07377 -0.6 -0.4 0.3
H -3.34021 -3.45535 0.59053 -0.2 0.5 0.4
H -4.60477 -3.25450 2.61853 0.3 0.1 0.0
H -4.68388 -4.90998 3.01972 0.1 -0.5 -0.5
H -6.81898 -4.11669 2.38808 -0.3 -0.2 0.0
H -6.20223 -5.25645 1.17673 -0.5 -0.4 0.3
H -6.65943 -2.34734 0.68092 0.6 0.3 0.0
H -7.55978 -3.58838 0.02164 0.0 -0.8 0.4
H -5.89617 -3.51806 -0.44939 0.1 0.3 -0.1
H -3.07463 -6.87535 3.11544 0.0 -0.4 0.2
H -2.02049 -7.64865 1.91745 0.1 0.1 0.1
H -4.04735 -7.36737 0.28632 -0.2 -0.8 -0.4
H -5.12440 -7.22081 1.61941 0.1 -0.3 0.5
H -3.78380 -9.36835 2.69043 -0.2 0.3 0.1
H -3.07957 -9.52274 1.13284 -0.1 -0.1 -0.3
H -5.14409 -11.10459 1.34560 0.4 0.0 0.3
H -5.72019 -9.90329 0.27972 0.5 0.5 -0.2
H -6.03853 -9.75231 1.98113 -0.1 0.0 0.0
```
Positions in Å, forces in eV/Å.

Summary:
Orbital gap (eV): 5.016
Charge: +3
Total energy (eV): -78329.0909
E_HOMO (eV): -9.54
Energy relative to the best compared isomer or geometry (same formula, charge and spin) (kcal/mol): 112.21

Mulliken atomic charge list, values in e, 4 entries: atom 1 (C): -0.39, atom 2 (O): -0.80, atom 3 (H): 0.06, atom 4 (H): -0.05